[1]
C18H24FeN3O5SbSe4 | wB97M-V/def2-TZVPD

LUMO level (alpha / beta)	0.1633 / 0.1632	Eh
frontier orbital gap (alpha / beta)	5.919 / 5.883	eV
DFT total energy	-12350.70454	Eh
energy above the lowest of the compared OMol25 structures with the same formula, charge and spin	0.000	eV

ORCA input file:
```
! RIJCOSX wB97M-V def2-TZVPD def2/J DEFGRID3
* xyz -2 5
Fe -0.22888 -0.36030 -0.34973
Se -1.06252 3.82340 2.26259
Sb 0.43948 1.93608 1.81657
Se 0.92997 1.79171 -0.65673
Se -0.68846 -0.24265 2.14221
Se 2.52803 1.92923 3.10143
C -4.54051 3.01704 0.41440
C -4.17401 1.78261 1.21107
N -3.22979 0.98524 0.46387
C -2.99137 1.04984 -0.85850
N -2.02802 0.32337 -1.34778
C -1.84296 0.33030 -2.78898
C -2.10960 1.70783 -3.36600
C -3.52952 2.10634 -3.01527
N -3.78870 1.88222 -1.60701
C -4.89627 2.59202 -0.99867
H -3.67382 3.68309 0.39454
H -5.37944 3.53890 0.88022
H -5.07343 1.18945 1.43371
H -3.69024 2.07252 2.14603
H -2.54455 0.44574 0.99791
H -2.49902 -0.41481 -3.26497
H -0.82242 0.01353 -3.00447
H -1.97814 1.71660 -4.45134
H -1.40495 2.41153 -2.91656
H -4.24374 1.54343 -3.63442
H -3.69243 3.16964 -3.22057
H -5.80667 1.97346 -0.99494
H -5.10280 3.46571 -1.62212
C 3.75951 -0.29601 0.17393
C 2.84947 -1.28319 0.83839
C 3.33633 -1.89373 2.12451
O 1.74334 -1.53110 0.41735
H 4.80679 -0.54683 0.35562
H 3.55509 0.68335 0.62056
H 3.54111 -0.23409 -0.88951
H 4.29418 -2.39726 1.97090
H 2.59172 -2.58313 2.51548
H 3.48121 -1.07222 2.83330
O -1.51050 -3.79162 -2.26110
C -1.19430 -3.01241 -1.36607
O -0.33971 -2.05958 -1.46562
C -1.85219 -3.13451 0.00094
C -1.19390 -3.80395 1.02094
C -1.70343 -3.84380 2.32117
C -2.87676 -3.17319 2.54019
O -3.57757 -3.00563 3.72536
C -4.40072 -1.88634 3.43804
O -4.68243 -1.91741 2.04544
C -3.54539 -2.51452 1.52212
C -3.07213 -2.48647 0.23653
H -0.23097 -4.25390 0.81561
H -1.16679 -4.32166 3.12996
H -3.84768 -0.96723 3.67180
H -5.33101 -1.96739 3.99622
H -3.57001 -1.92797 -0.54298
*
```

***

[2]
C18H24N2O2ReSi | wB97M-V/def2-TZVPD

LUMO level (alpha / beta)	-0.2581 / -0.2919	Eh
frontier orbital gap (alpha / beta)	7.379 / 6.878	eV
DFT total energy	-1327.51819	Eh

ORCA input file:
```
! RIJCOSX wB97M-V def2-TZVPD def2/J DEFGRID3
* xyz 2 4
Re 0.17384 -0.62120 -0.63945
N 1.16865 -4.32676 -2.06704
C 1.22966 -3.10924 -1.60963
O 0.14139 -2.53193 -1.23194
C 2.50370 -2.33953 -1.48923
C 2.18596 -0.86904 -1.15918
H 0.28155 -4.81261 -2.11007
H 1.99659 -4.81156 -2.38244
H 3.09092 -2.44824 -2.40292
H 3.09194 -2.81125 -0.69715
H 2.37948 -0.22626 -2.02429
H 2.81035 -0.49883 -0.34510
C -1.25023 -1.51522 3.56075
Si 0.29388 -1.25860 2.56253
C 0.80533 -2.87862 1.78632
C 1.74572 -0.50976 3.45073
N -0.11103 -0.12592 1.15819
C -0.45661 1.23216 1.43207
C -0.67784 1.80288 2.68071
C -1.02876 3.14433 2.75745
C -1.15412 3.93041 1.62099
C -0.92150 3.38802 0.36233
C -0.58260 2.06003 0.32884
O -0.25798 1.35639 -0.86273
C -0.91023 1.63086 -2.11192
C -0.09046 1.85469 -3.20024
C -0.70616 2.05840 -4.42984
C -2.08986 2.04435 -4.52621
C -2.88050 1.82560 -3.40226
C -2.29273 1.60948 -2.16586
H -1.05135 -2.28706 4.30851
H -2.06697 -1.87706 2.93286
H -1.60331 -0.63461 4.09322
H 1.02506 -3.54096 2.62915
H 1.72751 -2.81031 1.20517
H 0.02646 -3.37600 1.20891
H 2.13659 -1.24128 4.16238
H 1.51111 0.39337 4.01193
H 2.55385 -0.27081 2.75586
H -0.59267 1.22442 3.58691
H -1.20716 3.58357 3.72908
H -1.42508 4.97267 1.71019
H -1.00212 3.97662 -0.54163
H 0.98429 1.90778 -3.08489
H -0.10064 2.24669 -5.30542
H -2.56137 2.21331 -5.48434
H -3.95813 1.82624 -3.48828
H -2.88445 1.45038 -1.27302
*
```

***

[3]
C18H24N2O3 | wB97M-V/def2-TZVPD

LUMO level	0.0257	Eh
frontier orbital gap	9.519	eV
DFT total energy	-1035.54722	Eh
SMILES	CCCCc1nc2cc(C(=O)N3CCC(OC)CC3)ccc2o1
energy above the lowest of the compared OMol25 structures with the same formula, charge and spin	1.498	eV

ORCA input file:
```
! RIJCOSX wB97M-V def2-TZVPD def2/J DEFGRID3
* xyz 0 1
C 7.17318 2.41869 1.08644
C 6.84425 1.20861 0.22128
C 5.37869 0.80514 0.35648
C 5.04139 -0.40347 -0.51234
C 3.62617 -0.81693 -0.35311
N 2.80263 -0.40846 0.54815
C 1.62408 -1.07398 0.29390
C 0.39167 -1.04202 0.92853
C -0.61389 -1.83544 0.40108
C -1.95709 -1.87769 1.07472
O -2.19537 -2.64467 1.98841
N -2.87225 -1.00964 0.59109
C -2.62917 -0.12352 -0.52781
C -3.58918 1.05946 -0.47863
C -5.05375 0.59649 -0.60850
O -5.94458 1.46955 0.05907
C -6.09735 2.72812 -0.54444
C -5.22887 -0.79338 0.02075
C -4.21831 -1.01590 1.13587
C -0.39360 -2.65039 -0.71384
C 0.83281 -2.70064 -1.35099
C 1.82946 -1.89842 -0.83131
O 3.11535 -1.72259 -1.23314
H 6.97665 2.20142 2.13363
H 8.22057 2.69168 0.98201
H 6.56472 3.27177 0.79515
H 7.06291 1.43998 -0.82400
H 7.47997 0.37005 0.51457
H 4.73811 1.64021 0.06936
H 5.15212 0.56510 1.39550
H 5.68086 -1.25005 -0.24232
H 5.22378 -0.18732 -1.56872
H 0.22927 -0.42636 1.79813
H -1.59709 0.23466 -0.48686
H -2.75925 -0.66192 -1.47772
H -3.33412 1.75885 -1.27578
H -3.47495 1.57434 0.47701
H -5.33222 0.55494 -1.67582
H -6.38818 2.62845 -1.59787
H -5.18222 3.32763 -0.48635
H -6.89083 3.23404 0.00218
H -5.10811 -1.56529 -0.73987
H -6.23919 -0.85691 0.42293
H -4.32538 -0.23280 1.89427
H -4.36560 -1.98328 1.62162
H -1.20410 -3.26473 -1.07634
H 1.00598 -3.33338 -2.20637
*
```